{
  "formula": "C4H10NO3",
  "method": "ωB97M-V/def2-TZVPD",
  "charge": -1,
  "energy_ha": -438.94233,
  "lumo_energy_ev": 3.74,
  "largest_force_ev_per_a": 2.1,
  "homo_energy_ev": -4.2230,
  "de_lowest_kcal_mol": 26.9,
  "elements": ["O", "C", "O", "C", "C", "C", "N", "H", "H", "H", "H", "H", "H", "H", "H", "H", "H", "O"],
  "positions_angstrom": [[0.233, -0.280, 3.458], [0.105, 0.141, 2.295], [-0.165, 1.325, 1.949], [0.338, -0.879, 1.142], [-0.077, -0.344, -0.224], [0.631, -1.195, -1.328], [0.032, -1.120, -2.636], [-0.306, -1.736, 1.356], [1.416, -1.028, 1.210], [0.320, 0.651, -0.405], [-1.144, -0.459, -0.429], [1.611, -0.724, -1.396], [0.838, -2.213, -1.002], [-0.143, -0.163, -2.908], [-0.738, -1.686, -2.944], [-1.025, 2.588, 0.296], [-1.003, 3.564, 1.267], [-0.925, 3.559, 0.298]]
}